Formula: C26H24IrN5S2
Source: the OMol25 dataset
Level of theory: the ωB97M-V functional and the def2-TZVPD basis

Atoms and positions in Å:
Ir -0.28677 0.09873 0.21796
S 0.83469 -0.99588 2.34032
S -1.10844 -0.40514 4.62932
N -1.33026 0.94018 -1.70373
N -1.23068 0.59377 2.23136
N 1.23492 -0.26852 -1.64057
N 1.35258 1.69798 0.12658
N -1.20181 -1.91312 -0.35156
C 3.57568 3.20339 0.71580
C -3.07397 -3.33772 0.02150
C 1.12732 -1.64575 -2.14177
C -2.48290 -2.09078 -0.02875
C -3.46066 1.09740 5.03948
C -0.56925 1.04958 -2.79490
C 3.69591 2.03439 -0.01813
C -2.40560 0.68218 4.23859
C -2.61733 1.27933 -1.77054
C -4.37139 1.98475 4.50355
C 0.89598 0.69633 -2.69907
C 2.57584 0.03043 -1.11945
C -0.51754 -0.21989 2.99638
C -4.22966 2.47145 3.19649
C -0.44336 -2.96847 -0.65896
C -3.19230 2.06270 2.39195
C -2.29534 -4.44720 -0.28096
C -2.27994 1.13532 2.89762
C -0.96783 -4.25701 -0.62516
C -3.21693 1.73411 -2.92983
C -1.08809 1.54389 -3.98653
C 2.55203 1.30061 -0.30596
C 0.98759 -2.70389 -1.03472
C 2.31655 3.62505 1.12196
C -2.42815 1.87910 -4.06182
C 1.22872 2.83281 0.80701
H 4.66199 1.68947 -0.35390
H -4.26750 1.97246 -2.94971
H -3.05706 2.44207 1.39249
H -3.19206 1.17469 -0.86073
H -2.84601 2.25010 -4.98384
H 1.24467 0.32178 -3.66909
H -3.55842 0.73379 6.04871
H 1.44774 -3.63522 -1.36367
H 0.24728 -1.69868 -2.78525
H -2.72392 -5.43891 -0.25899
H 2.91731 -0.78688 -0.47743
H 0.22451 3.11399 1.09287
H 1.42833 1.63008 -2.49730
H -3.05302 -1.19721 0.19087
H -4.11294 -3.43462 0.29628
H 2.00709 -1.88550 -2.75137
H -0.34331 -5.10563 -0.86027
H -0.45021 1.66882 -4.84662
H 2.17764 4.54056 1.67347
H 4.45022 3.78932 0.95634
H 3.29915 0.12653 -1.93975
H 1.52011 -2.37405 -0.14002
H -5.20277 2.31575 5.10396
H -4.94711 3.18234 2.82075

Forces on atoms 1 to 2 (eV/Å):
2.84 -0.89 -2.00
-0.27 0.57 -2.30

The spin multiplicity is 1. The calculation puts the total energy at -59299.3434 eV. The charge is +2. Its gap between HOMO and LUMO is 6.65 eV. For the HOMO energy, the calculation gives -13.30 eV. The calculation puts the maximum force at 3.59 eV/Å.